# 1
This record from OMol25 describes a 5-piece molecular cluster, C26H48BNO14P overall. The level of theory is wB97M-V/def2-TZVPD.

E   -67859.3742 eV
HOMO level   -3.8569 eV
F_max   5.2 eV/A
HOMO-LUMO gap   6.10 eV

```
! wB97M-V def2-TZVPD RIJCOSX def2/J DEFGRID3
* xyz -1 1
N 0.15 -2.20 4.87
H 0.78 -2.69 5.54
O 4.07 1.58 0.03
H 3.17 -2.14 0.86
H 3.75 3.76 -0.21
H -5.01 1.47 -5.52
H -5.35 3.36 -1.64
H -5.99 2.13 1.98
H -1.64 -0.73 -1.47
H 2.01 4.43 4.87
O 6.10 -2.86 0.67
H -6.23 3.86 2.31
C 2.52 -1.37 1.49
C -1.11 1.30 -2.04
H -1.83 -2.17 3.11
C 2.45 3.42 4.47
H -7.39 2.78 0.10
H 4.79 3.98 2.02
H 0.68 -0.37 0.33
H 7.08 -4.81 -0.94
C -6.44 3.31 0.22
H 3.64 3.40 4.53
O -6.07 0.01 -7.65
H 2.17 -5.10 5.17
H 3.85 -3.29 -2.92
O -2.98 3.16 -0.34
C -7.03 0.75 -5.63
O 1.78 -3.49 2.98
P 2.47 1.51 0.78
C 3.10 -3.54 3.63
H -0.32 -1.46 5.47
C -4.11 3.14 0.10
O 4.55 -2.88 -1.01
H 2.83 -3.39 5.89
C 1.84 -0.30 0.44
H -6.63 4.38 0.03
O -4.36 -0.02 -1.96
C -5.55 0.52 -5.43
C -1.55 1.29 -3.48
C 5.35 -4.70 -2.23
O 1.45 2.56 0.17
H -5.37 -1.43 -6.37
H 3.25 -0.74 2.18
H -0.05 1.05 -1.92
C 4.15 -3.82 -2.01
H -1.28 2.29 -1.60
H 6.03 -4.23 -2.95
H 5.58 -5.52 -0.24
H -2.25 0.55 -0.36
H 3.80 -4.26 2.98
C 5.42 3.21 1.40
C -5.84 3.14 1.59
C 2.02 3.07 2.90
H -4.16 -0.24 -6.91
H -7.33 1.74 -5.28
C 5.99 -4.73 -0.87
H 6.51 3.64 1.19
O 2.68 1.83 2.49
H -1.07 0.50 -4.06
C 1.46 -2.15 2.46
H 1.69 -0.79 4.49
O -2.96 1.02 -3.43
C -5.20 -0.38 -6.59
C 4.57 2.96 -0.01
H -5.40 1.74 -0.85
H 2.09 2.51 5.15
H 5.35 3.03 -0.90
C -5.35 2.82 -0.69
C 5.60 -3.40 -0.30
O 0.10 -2.40 1.87
H 5.55 2.17 1.93
C -7.17 0.64 -7.12
H -5.30 0.09 -4.46
H 3.28 -4.38 -1.63
C 3.04 -4.28 5.13
H 0.84 2.96 2.86
O -0.18 -0.56 3.24
C 0.92 -1.39 3.84
O -8.13 1.01 -7.77
H 4.09 -4.72 5.45
H -7.63 -0.03 -5.15
H -1.38 2.25 -3.96
H 2.32 3.97 2.20
H 3.62 -2.50 3.79
B -0.99 -1.60 2.53
C -3.26 0.41 -2.25
O -4.44 3.35 1.41
H -1.56 -1.04 1.64
H 2.29 -0.56 -0.63
C -2.03 0.29 -1.40
H 5.09 -5.69 -2.61
*
```



# 2
This record from OMol25 describes a 13-piece molecular cluster, C14H54N14O13 overall. The level of theory is wB97M-V/def2-TZVPD.

E   -62868.3122 eV
HOMO level   -8.2188 eV
F_max   9.1 eV/A
HOMO-LUMO gap   6.91 eV
Energy relative to the best compared isomer or geometry (same formula, charge and spin)   87.0 kcal per mole

```
! wB97M-V def2-TZVPD RIJCOSX def2/J DEFGRID3
* xyz 0 1
N -4.35 -23.46 -19.18
N -3.53 -21.53 -14.46
H -7.54 -24.81 -15.16
H -9.03 -22.68 -17.56
H -3.38 -21.78 -16.73
O -5.49 -27.73 -12.73
C -5.17 -24.50 -11.24
C -6.41 -26.89 -16.33
C -3.61 -22.69 -14.95
O -7.96 -26.36 -11.76
C -10.23 -27.14 -16.55
H -6.10 -26.55 -13.90
N -8.33 -24.12 -15.32
H -5.69 -22.80 -13.94
H -6.00 -25.02 -10.78
O -10.72 -25.89 -16.04
H -5.92 -27.85 -11.85
N -3.05 -26.45 -12.62
H -4.00 -26.78 -12.62
C -9.12 -23.51 -14.46
H -4.99 -23.33 -19.96
N -5.92 -20.49 -13.99
H -9.20 -26.92 -16.93
H -10.74 -27.35 -17.49
H -10.47 -23.70 -17.74
H -5.74 -22.87 -11.87
C -3.21 -28.30 -17.19
N -6.30 -20.75 -17.78
H -3.95 -22.62 -18.73
H -6.86 -27.66 -15.66
O -4.93 -25.69 -19.06
H -6.35 -29.27 -13.69
C -5.42 -28.99 -13.38
H -4.96 -28.83 -14.38
C -6.86 -21.22 -13.45
H -7.00 -23.65 -17.80
H -6.36 -19.58 -14.36
C -4.22 -24.65 -18.71
H -5.30 -20.89 -17.69
H -2.90 -25.42 -12.64
N -6.50 -22.46 -13.47
H -7.30 -23.09 -13.32
H -3.44 -21.49 -13.41
O -7.91 -20.69 -12.78
H -8.11 -24.77 -10.35
O -10.18 -22.71 -14.82
C -7.10 -21.44 -17.02
H -0.66 -26.10 -12.52
H -2.41 -24.08 -18.13
H -3.68 -28.20 -18.23
H -2.97 -20.73 -14.83
C -5.59 -25.89 -15.50
N -8.87 -23.91 -13.26
H -5.84 -27.44 -17.11
H -8.83 -24.03 -16.27
H -3.06 -25.58 -17.42
N -7.48 -24.39 -18.31
H -8.43 -27.19 -11.95
H -10.07 -25.44 -15.53
H -5.05 -20.82 -14.47
H -1.43 -27.57 -16.94
H -2.68 -29.25 -17.07
H -6.82 -20.04 -18.28
H -5.53 -22.68 -16.30
H -4.79 -29.65 -12.80
O -2.58 -28.50 -13.68
H -7.25 -23.07 -15.94
H -7.23 -26.45 -16.87
N -6.53 -22.48 -16.40
H -8.33 -24.75 -12.98
C -2.19 -27.32 -13.12
N -9.41 -23.57 -17.73
H -5.09 -24.80 -12.27
N -0.93 -26.98 -12.96
N -3.19 -24.70 -17.92
H -3.68 -23.55 -16.77
O -8.44 -21.24 -17.05
H -10.08 -27.97 -15.84
H -3.97 -28.27 -16.38
H -9.58 -25.59 -10.80
O -5.22 -23.15 -11.08
O -3.82 -23.79 -14.12
H -9.51 -23.49 -12.60
C -8.50 -25.78 -10.63
C -8.78 -24.54 -18.32
H -6.90 -25.04 -18.78
H -5.48 -24.89 -16.02
O -9.41 -25.66 -18.94
H -4.60 -26.28 -15.30
H -8.43 -26.47 -9.83
N -3.72 -22.64 -16.24
H -4.33 -24.90 -10.69
H -0.25 -27.57 -13.31
O -2.31 -27.24 -17.15
O -6.30 -25.73 -14.30
*
```



# 3
This record from OMol25 describes a single C14H20N2O2S2 molecule. The level of theory is wB97M-V/def2-TZVPD.

SMILES   CNC(=O)C1=C(SSC2=C(C(=O)NC)CCC2)CCC1
E   -43586.9880 eV
HOMO level   -8.3926 eV
F_max   3.8 eV/A
HOMO-LUMO gap   8.36 eV
Energy relative to the best compared isomer or geometry (same formula, charge and spin)   25.3 kcal per mole

```
! wB97M-V def2-TZVPD RIJCOSX def2/J DEFGRID3
* xyz 0 1
C 0.19 -0.79 -1.80
H 1.60 0.39 3.43
H 0.87 -3.46 -0.43
H -2.03 3.29 0.88
C -0.25 -2.18 -1.65
H -1.67 2.14 -0.35
H 0.66 -2.01 4.42
O -0.19 1.16 -3.18
N -2.04 0.28 -2.38
C -0.67 0.25 -2.57
H 1.27 -3.44 -2.18
C 0.49 -0.61 2.00
C 1.50 -0.61 -1.37
H 0.39 3.77 1.41
S 2.40 0.91 -1.38
C -1.35 2.46 0.69
C 1.03 -2.86 -1.29
C -1.32 1.24 1.56
H -0.58 -2.54 -2.58
C 0.98 1.71 1.01
C 2.14 -1.83 -1.00
C 1.62 -1.69 3.96
H -1.00 -2.19 -0.88
H -2.57 2.34 -2.65
N 1.40 -0.52 3.05
H 2.30 -1.39 4.84
H -2.94 1.38 -4.01
O -0.11 -1.64 1.74
H 3.07 -2.00 -1.62
C 0.18 0.72 1.48
H 2.06 -2.49 3.39
C 0.15 2.97 0.60
H -2.41 -0.47 -1.76
S 2.69 1.46 0.65
H 0.35 3.32 -0.38
H -2.08 0.62 1.06
H -1.66 1.53 2.61
H -3.99 1.21 -2.49
H 2.46 -1.73 0.10
C -2.93 1.32 -2.91
*
```



# 4
This record from OMol25 describes a 2-piece molecular cluster, C2H10NS2 overall. The level of theory is wB97M-V/def2-TZVPD.

Expectation value of S²   0.76
E   -25373.7746 eV
HOMO level (spin up / spin down)   -20.9794 / -20.6878 eV
F_max   2.5 eV/A
HOMO-LUMO gap (spin up / spin down)   9.42 / 6.79 eV
Energy relative to the best compared isomer or geometry (same formula, charge and spin)   114.7 kcal per mole

```
! wB97M-V def2-TZVPD RIJCOSX def2/J DEFGRID3
* xyz 2 2
H -1.60 -1.79 -2.60
S 0.88 -0.19 1.59
H 0.06 -1.19 -2.99
H -0.96 2.12 1.63
N -1.43 1.37 1.07
S 0.78 0.26 -0.54
H 1.46 1.06 1.49
H -2.34 1.08 1.50
H -0.14 -1.94 -0.60
H -0.22 0.78 0.35
H -1.55 1.70 0.06
H -1.46 -0.68 -0.42
C -0.56 -0.98 -0.90
C -0.87 -1.00 -2.42
H -1.17 0.01 -2.73
*
```



# 5
This record from OMol25 describes a 2-piece molecular cluster, C3H8N2O2 overall. The level of theory is wB97M-V/def2-TZVPD.

SMILES   O=C1NCCO1.N
E   -10316.6393 eV
HOMO level   -9.7067 eV
F_max   0.5 eV/A
HOMO-LUMO gap   10.56 eV
Energy relative to the best compared isomer or geometry (same formula, charge and spin)   7.2 kcal per mole

```
! wB97M-V def2-TZVPD RIJCOSX def2/J DEFGRID3
* xyz 0 1
C -0.52 1.02 -0.14
H 2.52 0.64 1.16
H 1.01 -0.22 -0.67
N -0.01 -0.14 -0.64
N 2.60 0.71 0.15
O 0.00 2.11 -0.09
H -1.83 -0.93 1.47
H -3.01 -0.84 0.13
H -0.45 -2.12 -0.05
O -1.78 0.78 0.33
H 2.13 1.58 -0.09
H -1.35 -1.54 -1.47
H 3.59 0.83 -0.05
C -0.92 -1.25 -0.50
C -1.98 -0.62 0.43
*
```



# 6
This record from OMol25 describes Cl2O8Sr4 as an isolated structure. The level of theory is wB97M-V/def2-TZVPD.

E   -44675.8151 eV
HOMO level   -25.8521 eV
F_max   9.9 eV/A
HOMO-LUMO gap   6.15 eV
Energy relative to the best compared isomer or geometry (same formula, charge and spin)   9.4 kcal per mole

```
! wB97M-V def2-TZVPD RIJCOSX def2/J DEFGRID3
* xyz 6 1
Sr -3.68 0.53 -2.01
Sr 0.28 -3.11 -0.85
Cl 2.20 0.66 -1.85
O -1.13 -1.45 0.80
Cl -1.50 -0.14 1.36
O 0.96 0.63 -1.21
O 3.22 1.07 -0.91
Sr -1.91 -2.22 4.56
O -0.29 0.69 1.44
O -2.12 0.56 0.40
O 2.31 1.45 -3.20
Sr 1.59 2.32 0.82
O -2.30 -0.19 2.57
O 2.40 -0.79 -1.93
*
```



What is the E in the fifth record? -10316.6393 eV



What is the E in the fifth record? -10316.6393 eV



Please write out number 6 again, unchanged.
This record from OMol25 describes Cl2O8Sr4 as an isolated structure. The level of theory is wB97M-V/def2-TZVPD.

E   -44675.8151 eV
HOMO level   -25.8521 eV
F_max   9.9 eV/A
HOMO-LUMO gap   6.15 eV
Energy relative to the best compared isomer or geometry (same formula, charge and spin)   9.4 kcal per mole

```
! wB97M-V def2-TZVPD RIJCOSX def2/J DEFGRID3
* xyz 6 1
Sr -3.68 0.53 -2.01
Sr 0.28 -3.11 -0.85
Cl 2.20 0.66 -1.85
O -1.13 -1.45 0.80
Cl -1.50 -0.14 1.36
O 0.96 0.63 -1.21
O 3.22 1.07 -0.91
Sr -1.91 -2.22 4.56
O -0.29 0.69 1.44
O -2.12 0.56 0.40
O 2.31 1.45 -3.20
Sr 1.59 2.32 0.82
O -2.30 -0.19 2.57
O 2.40 -0.79 -1.93
*
```